1.
This record from the OMol25 dataset describes a 2-piece molecular cluster, C6H5BrNO5 overall at a distorted geometry. The level of theory is ωB97M-V/def2-TZVPD.

Geometry as XYZ:
```
18
Properties=species:S:1:pos:R:3:forces:R:3
C -2.628777 -0.888060 0.682776 -1.15 2.16 -0.73
C -1.650348 -1.601249 1.420692 2.25 -0.26 0.11
C -1.992175 0.045886 -0.097505 0.90 -1.28 0.42
C -0.388607 -1.148325 0.987095 -3.21 -1.31 1.07
C 3.704623 0.849511 -0.762128 0.51 -2.55 3.98
C 0.545294 0.217582 -0.631705 -0.33 -0.32 0.32
N -0.605764 -0.137566 0.056873 0.15 -0.57 -0.35
O 3.974683 0.138821 0.143384 0.07 1.12 -2.18
O 3.453173 1.541003 -1.634836 -0.19 1.08 -2.04
O -2.346033 0.946232 -1.031545 0.03 1.24 0.01
O 0.845774 -1.546057 1.202240 0.84 1.41 -1.18
O 0.304345 1.029537 -1.680194 -1.24 -0.51 0.39
Br 1.518143 1.820264 0.868790 -0.10 1.07 0.84
H -3.716065 -0.855674 0.835524 0.63 -0.31 -0.11
H -1.851426 -2.349072 2.182109 0.21 0.15 -0.28
H -1.593890 1.585373 -1.013230 -0.95 -0.35 -0.46
H 1.257807 -0.875694 0.464491 0.47 -1.30 0.90
H 1.169244 1.227485 -1.992830 1.09 0.51 -0.69
```
Forces are in eV/Å.

The gap between HOMO and LUMO comes out at 6.7 eV. The LUMO energy comes out at 3.23 eV. Its total charge is -1. As for the spin multiplicity: 1.

=====

2.
This record from the OMol25 dataset describes one molecule with the formula C2HI3. The level of theory is ωB97M-V/def2-TZVPD.

Geometry as XYZ:
```
6
Properties=species:S:1:pos:R:3:forces:R:3
C 0.446679 -0.314356 -0.564617 0.09 -0.50 0.13
C 1.477628 0.348053 -0.959034 0.28 -0.12 -0.24
I 4.795505 2.822949 -1.441747 0.24 0.50 0.09
I 0.186997 -2.454101 -0.766711 0.15 0.53 -0.07
I 3.232742 0.230547 -1.887265 -0.50 -0.55 0.01
H -0.365490 0.101452 0.000480 -0.26 0.15 0.07
```
Forces are in eV/Å.

The gap between HOMO and LUMO (spin up / spin down) comes out at 7.0 / 6.7 eV. The LUMO energy (spin up / spin down) comes out at -2.05 / -2.43 eV. As for the spin multiplicity: 1.

=====

3.
This record from the OMol25 dataset describes a 8-piece molecular cluster, C8H16Cl16 overall at a distorted geometry. The level of theory is ωB97M-V/def2-TZVPD.

Geometry as XYZ:
```
40
Properties=species:S:1:pos:R:3:forces:R:3
C -13.390740 26.631390 15.012540 -0.36 -0.22 -0.31
Cl -14.130440 27.376210 16.448100 0.04 -0.01 -0.45
Cl -13.560370 27.632520 13.484870 0.40 -0.66 1.31
H -12.368690 26.387900 15.302760 0.06 0.57 -0.59
H -13.894450 25.687290 14.805060 -0.15 0.31 0.03
C -18.052230 20.596150 7.461180 -1.00 -0.18 -1.24
Cl -18.890620 19.282070 8.342180 0.35 0.55 -0.01
Cl -16.310180 20.593520 7.630170 -0.04 0.12 0.28
H -18.286000 20.437340 6.408460 0.30 -0.40 0.07
H -18.524090 21.564470 7.627950 0.41 -0.11 0.93
C -10.083210 21.214980 11.530460 0.64 -0.40 0.41
Cl -10.156930 22.968670 12.013340 -0.23 -1.40 -0.64
Cl -8.775050 20.385720 12.422910 0.02 0.13 0.09
H -10.965460 20.622820 11.773540 -0.23 0.82 0.11
H -9.820440 21.023870 10.490020 -0.21 0.86 0.03
C -14.459890 14.631290 9.004710 0.74 -0.16 -0.77
Cl -12.659440 14.834580 8.836390 -0.88 0.18 0.49
Cl -14.971340 13.663310 7.582010 -0.27 0.23 0.68
H -14.679610 14.122810 9.943470 0.11 -0.09 -0.34
H -14.955530 15.600920 8.957210 0.28 -0.15 -0.06
C -18.980220 22.585360 19.803760 0.14 0.10 0.92
Cl -19.986670 22.471470 18.382230 -0.21 -0.20 -0.17
Cl -17.414660 23.353450 19.427490 -0.33 -0.20 0.25
H -19.508150 23.150650 20.571760 0.17 0.43 -0.37
H -18.817030 21.618790 20.280420 0.23 -0.13 -0.64
C -18.767310 15.205360 19.166730 0.17 0.14 0.48
Cl -17.500490 14.008690 18.735210 -0.67 0.40 0.26
Cl -18.340160 16.825340 18.593100 -0.15 -0.04 -0.30
H -19.744540 14.895600 18.796370 0.37 0.03 -0.33
H -18.844070 15.338870 20.245800 0.28 -0.52 -0.12
C -19.726820 13.558660 12.115620 -1.91 -1.86 -0.81
Cl -18.501660 14.450270 12.849730 1.40 0.93 0.49
Cl -19.745570 13.507240 10.306790 0.08 0.45 0.58
H -19.673930 12.498720 12.364240 0.37 0.20 0.21
H -20.693440 13.892010 12.493290 0.08 0.27 -0.46
C -16.794490 19.948880 13.378380 -0.42 0.14 0.03
Cl -18.412810 20.763020 13.557620 0.87 -0.74 -0.27
Cl -15.569760 21.150960 12.915920 -0.08 -0.32 0.32
H -16.585290 19.448930 14.324100 0.21 0.56 0.02
H -16.768060 19.174680 12.611570 -0.58 0.37 -0.12
```
Forces are in eV/Å.

The gap between HOMO and LUMO comes out at 11.0 eV. The SMILES is ClCCl.ClCCl.ClCCl.ClCCl.ClCCl.ClCCl.ClCCl.ClCCl. The LUMO energy comes out at 0.10 eV. As for the spin multiplicity: 1.

=====

Results for relative energy (zero: lowest compared OMol25 entry of this formula, charge and spin): 0.0 216.5 161.8 (in kJ/mol, following the order of the records).